1.
Entry from the Open Molecules 2025 dataset: a cluster of 2 separate species, C9H10ClF2IN2 in total (the ωB97M-V functional and the def2-TZVPD basis).

Each line ends with the Mulliken charge.
CARTESIAN COORDINATES (ANGSTROEM)
1 C 1.05412 -0.92289 0.20830  -0.282
2 C 0.58802 -1.98376 -0.60891  -0.782
3 C -1.05442 0.17615 -0.14561  -0.375
4 C -1.56790 -0.87849 -0.91810  0.665
5 C 0.23678 0.25714 0.35481  -0.468
6 C -0.72497 -1.97964 -1.16783  0.915
7 C -2.96495 -0.78566 -1.23699  -1.318
8 C 2.08055 3.07075 2.05106  0.184
9 C 1.89804 1.83383 1.15554  -0.005
10 N -1.11536 -3.01456 -2.06368  -0.487
11 N 0.62024 1.37344 1.11594  -0.051
12 F 3.09908 3.80905 1.65913  -0.201
13 F 2.90134 0.62171 2.26649  -0.549
14 Cl 0.56969 4.19641 1.94019  -0.241
15 I 3.09861 1.74745 -0.58665  0.232
16 H 2.02160 -1.05361 0.63911  0.531
17 H 1.25967 -2.93413 -0.73823  0.098
18 H -1.78423 0.98270 -0.07332  0.206
19 H -3.19589 -1.26030 -2.20688  0.382
20 H -3.52191 -1.26509 -0.45198  0.254
21 H -3.12822 0.39715 -1.23759  0.292
22 H 2.17586 2.69274 3.12382  0.311
23 H -0.45076 -3.68350 -1.97031  0.191
24 H -1.95993 -3.36546 -2.52467  0.185
25 H -0.13504 1.96858 1.41636  0.314

Summary:
* Kohn-Sham gap: 7.52 eV
* multiplicity: 1



2.
Entry from the Open Molecules 2025 dataset: a structure of composition C9H10F3GaNO2 (the ωB97M-V functional and the def2-TZVPD basis).

Each line ends with the Mulliken charge.
CARTESIAN COORDINATES (ANGSTROEM)
1 C 2.11974 -1.20572 -1.70607  -0.516
2 C 1.25811 -0.95039 -2.79726  -0.447
3 C 0.05572 -1.65701 -2.64047  -0.581
4 C 0.16790 -2.44973 -1.40751  -0.264
5 C 1.47759 -2.09686 -0.79845  -0.653
6 Ga -0.39209 -0.95117 -0.32011  -0.257
7 N 1.13192 2.50740 0.91177  -0.379
8 C 1.34132 3.70731 0.22191  -0.065
9 C 0.31425 2.55073 -0.25651  -0.379
10 H -0.75568 -1.78249 -3.35741  0.418
11 H 1.53632 -0.38715 -3.68274  0.399
12 H -0.42191 -3.31377 -1.13217  0.674
13 H 1.93728 -2.68598 -0.00794  0.475
14 H 3.16241 -0.88486 -1.64504  0.383
15 H 0.60211 1.96480 -1.10817  -0.126
16 H 2.31589 3.67951 -0.30548  0.183
17 H 0.42621 2.46715 1.66935  0.239
18 H -0.72062 2.34113 0.04522  0.193
19 H 1.00884 4.63825 0.66612  0.245
20 F -2.08816 -1.65144 3.94769  -0.252
21 C -2.73144 -0.86194 3.05200  0.758
22 F -3.92123 -1.43847 2.76441  -0.255
23 F -2.96105 0.34603 3.62993  -0.266
24 C -1.85267 -0.64767 1.75100  0.499
25 O -0.59027 -0.76516 1.87880  -0.600
26 O -2.42051 -0.47250 0.62713  -0.425

Summary:
* Kohn-Sham gap (spin up / spin down): 4.91 / 4.91 eV
* total charge: -1
* multiplicity: 1



3.
Entry from the Open Molecules 2025 dataset: an isolated molecule of C9H10F3N2P (the ωB97M-V functional and the def2-TZVPD basis).

Each line ends with the Mulliken charge.
CARTESIAN COORDINATES (ANGSTROEM)
1 C -0.12367 0.76263 -0.57024  0.483
2 C -0.04531 -0.47170 -0.02755  -1.044
3 C -1.21337 0.65397 -1.58663  0.182
4 C 1.01806 1.78756 1.48744  -0.890
5 C 1.00657 1.66897 -0.01256  -0.156
6 C 1.82566 0.71778 0.84002  -0.639
7 C 1.27147 -0.67211 0.83707  1.279
8 C -1.34893 -2.57387 -0.33805  -0.860
9 C -1.81014 1.77358 -2.28926  0.123
10 N -1.64209 -0.55921 -1.53458  -1.142
11 N -1.05141 -1.21839 -0.54015  0.836
12 F 2.06109 -1.57936 0.06404  -0.347
13 F -0.99054 2.09932 -3.36997  -0.278
14 F -1.89499 2.82226 -1.44575  -0.261
15 P 0.78434 -1.53217 2.41738  -0.156
16 H 1.45558 2.56099 1.99155  0.372
17 H 0.08462 1.48482 2.08271  0.199
18 H 1.44921 2.42872 -0.61819  0.463
19 H 2.91897 0.94266 0.87833  0.415
20 H -0.70326 -3.33365 -0.77727  0.276
21 H -1.27669 -2.69225 0.73286  0.311
22 H -2.35267 -2.80373 -0.62850  0.341
23 H -2.74514 1.59435 -2.64359  0.345
24 H 1.87888 -1.19695 3.19561  0.065
25 H 1.44375 -2.66425 1.85527  0.082

Summary:
* Kohn-Sham gap: 9.90 eV
* multiplicity: 1



4.
Entry from the Open Molecules 2025 dataset: a structure of composition C9H10F6GaIN2O4S2Te (the ωB97M-V functional and the def2-TZVPD basis).

Each line ends with the Mulliken charge.
CARTESIAN COORDINATES (ANGSTROEM)
1 Ga -0.19528 -0.95624 0.02130  0.313
2 F -2.81133 2.66204 -2.86955  -0.158
3 C -2.35618 1.43781 -2.91578  0.613
4 F -1.10153 1.41730 -3.34964  -0.190
5 F -3.11538 0.66291 -3.65686  -0.170
6 S -2.38535 0.73113 -1.19485  1.038
7 O -1.62795 -0.57788 -1.33559  -0.388
8 O -3.72047 0.56651 -0.73834  -0.556
9 N -1.44389 1.74905 -0.44613  -0.435
10 S -1.29405 1.63515 1.11848  0.977
11 O -0.65583 0.28410 1.42574  -0.355
12 O -2.38216 1.95389 1.95975  -0.511
13 C 0.10355 2.82231 1.40605  0.643
14 F -0.30350 4.03853 1.16160  -0.152
15 F 1.11383 2.49763 0.59130  -0.206
16 F 0.47896 2.67604 2.65677  -0.171
17 I 1.42618 -2.90639 1.51284  0.128
18 C -0.60499 -3.32513 1.50455  0.444
19 C -1.17901 -4.36597 2.18832  -0.649
20 C -2.56186 -4.49877 2.08822  -0.182
21 C -3.28984 -3.60440 1.32194  -0.894
22 C -2.63119 -2.58783 0.66101  0.230
23 N -1.29547 -2.45046 0.75737  0.236
24 H -0.58598 -5.04983 2.77742  0.458
25 H -3.06077 -5.30281 2.61335  0.445
26 H -4.36318 -3.68688 1.23136  0.471
27 H -3.15492 -1.86681 0.05006  0.437
28 C 1.93618 -1.61425 -2.78316  -1.024
29 Te 1.61004 0.09886 -1.57119  0.461
30 C 3.38916 -0.11061 -0.44411  -0.852
31 H 2.22263 -2.45337 -2.15384  0.369
32 H 2.74056 -1.35151 -3.46738  0.398
33 H 1.02828 -1.82929 -3.34168  0.369
34 H 4.18182 -0.29171 -1.16789  0.363
35 H 3.30966 -0.94599 0.24731  0.180
36 H 3.57110 0.81938 0.08914  0.321

Summary:
* Kohn-Sham gap: 8.89 eV
* total charge: +2
* multiplicity: 1



5.
Entry from the Open Molecules 2025 dataset: a structure of composition C9H10IO5V (the ωB97M-V functional and the def2-TZVPD basis).

Each line ends with the Mulliken charge.
CARTESIAN COORDINATES (ANGSTROEM)
1 V 0.48653 -0.76442 0.05352  1.164
2 O 2.47293 -2.69778 -2.54149  -0.590
3 C 1.77003 -1.80732 -2.14572  0.193
4 O 1.99292 -1.11429 -1.03226  -0.772
5 C 0.53509 -1.36778 -2.94506  -0.186
6 C 0.28191 0.13296 -2.78036  0.157
7 C -0.70023 0.65981 -3.81777  -0.971
8 C -2.04427 0.08227 -3.31358  -0.974
9 C -1.60884 -0.69543 -2.08066  0.097
10 O -0.52553 0.14434 -1.55128  -0.534
11 C -0.84224 -1.96943 -2.45714  -0.065
12 C -0.77137 -2.91252 -1.25833  0.161
13 O -0.93263 -4.09611 -1.37861  -0.602
14 O -0.55909 -2.30977 -0.08757  -0.758
15 H 0.71932 -1.65385 -3.97759  0.593
16 H 1.17335 0.73036 -2.61981  0.608
17 H -0.43414 0.31834 -4.81644  0.369
18 H -0.71099 1.74794 -3.82016  0.354
19 H -2.53206 -0.56833 -4.03699  0.381
20 H -2.73952 0.87377 -3.04069  0.355
21 H -2.36036 -0.82484 -1.30793  0.610
22 H -1.31812 -2.52136 -3.26364  0.579
23 I 1.80508 -1.08222 2.54026  0.019
24 C 0.41105 0.37575 1.75711  -0.886
25 H 0.86796 1.34949 1.90874  0.363
26 H -0.48809 0.28281 2.36511  0.336

Summary:
* ⟨S²⟩: 2.02
* Kohn-Sham gap (spin up / spin down): 9.12 / 9.45 eV
* multiplicity: 3



6.
Entry from the Open Molecules 2025 dataset: the ion C9H10N with charge +1 (the ωB97M-V functional and the def2-TZVPD basis).

Each line ends with the Mulliken charge.
CARTESIAN COORDINATES (ANGSTROEM)
1 C 2.79983 -0.57138 0.18992  -0.285
2 C 2.44146 0.77821 -0.28921  -0.681
3 C 1.69033 -1.32958 0.39376  -0.480
4 C 1.02114 0.97410 -0.57915  0.052
5 C 0.38348 -0.89600 0.24243  0.722
6 C -2.06596 1.97038 0.63690  -0.958
7 C -0.85425 -2.03030 0.06181  -1.403
8 C -2.65801 1.02372 -0.27477  -0.168
9 C -1.37987 0.88395 -0.09354  0.384
10 N -0.04318 0.41292 0.00409  0.215
11 H 3.77525 -0.93449 0.45260  0.461
12 H 3.18566 1.45384 -0.82379  0.326
13 H 1.50488 -2.40209 0.55585  0.304
14 H 0.58956 1.75186 -1.25151  0.393
15 H -1.50821 -1.71754 0.67470  0.494
16 H -1.75760 1.83808 1.64693  0.236
17 H -2.12419 2.99691 0.47266  0.292
18 H -0.36396 -3.04701 0.06531  0.392
19 H -1.24542 -1.98024 -0.97436  0.360
20 H -3.39094 0.82465 -1.11062  0.343

Summary:
* Kohn-Sham gap: 7.83 eV
* total charge: +1
* multiplicity: 1



For reference, energy by record: -1415.99552; -2778.47891; -1099.30356; -4644.90413; -1966.90032; -403.19677 hartree.